[1]
# C46H46BNO16

A 7-piece molecular cluster, C46H46BNO16 overall (the ωB97M-V functional and the def2-TZVPD basis, OMol25).

Element x y z (Å)
C -2.249 3.373 -0.496
C -1.511 3.330 0.848
C -0.122 2.660 0.725
C 0.039 1.388 1.520
O 0.667 0.479 1.100
O -0.634 1.376 2.679
C -0.026 0.642 3.763
C 0.695 1.559 4.739
C -0.193 2.587 5.462
C -0.295 2.227 6.949
N -0.915 3.281 7.777
B -1.205 -0.252 4.407
O -1.234 -1.589 4.097
O -2.198 0.238 5.207
C -3.262 0.854 4.482
C -4.395 -0.114 4.080
H -2.855 4.270 -0.549
H -2.896 2.520 -0.606
H -1.555 3.380 -1.317
H -2.160 2.823 1.548
H -1.345 4.340 1.197
H 0.691 3.350 0.917
H -0.023 2.330 -0.299
H 0.708 -0.084 3.430
H 1.232 0.956 5.463
H 1.440 2.110 4.168
H 0.227 3.583 5.444
H -1.210 2.582 5.087
H -0.891 1.331 7.090
H 0.684 2.002 7.355
H -0.228 4.022 7.867
H -1.696 3.659 7.252
H -1.011 -1.706 3.160
H -2.932 1.392 3.596
H -3.684 1.604 5.140
H -4.085 -1.120 4.328
H -5.282 0.133 4.641
H -4.560 -0.006 3.026
O -2.148 1.906 -2.979
C -1.310 1.434 -3.724
C -1.145 -0.032 -3.859
C -0.220 -0.556 -4.660
C 0.684 0.315 -5.453
O 1.532 -0.157 -6.181
C 0.518 1.786 -5.318
C -0.409 2.302 -4.516
H -1.813 -0.647 -3.268
H -0.087 -1.632 -4.762
H 1.185 2.402 -5.898
H -0.544 3.371 -4.402
O 2.358 4.076 -5.059
C 3.125 4.250 -4.133
C 2.915 3.582 -2.829
C 3.753 3.771 -1.816
C 4.934 4.655 -1.947
O 5.701 4.822 -1.021
C 5.146 5.325 -3.254
C 4.307 5.137 -4.268
H 2.050 2.935 -2.752
H 3.618 3.290 -0.856
H 6.014 5.968 -3.330
H 4.443 5.614 -5.230
O 5.207 1.413 -2.729
C 6.049 0.710 -2.210
C 6.689 -0.401 -2.956
C 7.611 -1.173 -2.386
C 8.038 -0.954 -0.981
O 8.879 -1.657 -0.463
C 7.397 0.158 -0.236
C 6.476 0.930 -0.806
H 6.365 -0.543 -3.979
H 8.090 -1.989 -2.912
H 7.722 0.302 0.787
H 5.998 1.748 -0.280
O 1.686 -8.350 -4.111
C 1.201 -7.256 -4.296
C -0.087 -7.094 -5.015
C -0.618 -5.891 -5.218
C 0.054 -4.663 -4.732
O -0.432 -3.565 -4.913
C 1.342 -4.822 -4.013
C 1.873 -6.024 -3.810
H -0.562 -8.003 -5.361
H -1.556 -5.751 -5.740
H 1.816 -3.911 -3.668
H 2.811 -6.163 -3.288
O -1.241 -3.994 1.242
C -0.441 -4.758 1.741
C 0.133 -5.887 0.969
C 1.011 -6.722 1.519
C 1.455 -6.556 2.927
O 2.258 -7.315 3.425
C 0.880 -5.425 3.697
C 0.001 -4.592 3.146
H -0.202 -5.990 -0.056
H 1.442 -7.553 0.975
H 1.215 -5.321 4.721
H -0.432 -3.762 3.688
O -5.904 1.458 1.827
C -6.806 1.225 1.049
C -6.626 1.403 -0.413
C -7.615 1.149 -1.265
C -8.939 0.675 -0.790
O -9.840 0.442 -1.567
C -9.118 0.498 0.673
C -8.129 0.752 1.525
H -5.653 1.748 -0.740
H -7.505 1.273 -2.335
H -10.090 0.152 1.000
H -8.238 0.628 2.595

The value obtained for the HOMO energy is -9.2 eV. For the largest force on an atom, the calculation gives 2.168 eV/A. Its LUMO energy is -1.86 eV. As for the structure (SMILES): CCCC(=O)O[C@@H](CCCN)B(O)OCC.O=C1C=CC(=O)C=C1.O=C1C=CC(=O)C=C1.O=C1C=CC(=O)C=C1.O=C1C=CC(=O)C=C1.O=C1C=CC(=O)C=C1.O=C1C=CC(=O)C=C1. As for the total energy: -83369.086 eV. Its HOMO-LUMO gap is 0.269 Eh.

[2]
# C23H25BF6IrN5O8S4

C23H25BF6IrN5O8S4 as an isolated structure (the ωB97M-V functional and the def2-TZVPD basis, OMol25).

Element x y z (Å)
Ir 0.850 -0.511 -0.500
F 4.045 0.644 3.768
C 2.905 1.264 3.567
F 1.913 0.523 4.050
F 2.910 2.446 4.164
S 2.614 1.468 1.757
O 2.155 0.116 1.348
O 3.821 1.939 1.160
N 1.428 2.558 1.772
S 0.272 2.334 0.739
O -0.364 1.037 0.962
O -0.590 3.444 0.525
C -0.538 3.095 3.397
F -1.788 3.089 3.077
F -0.117 4.249 3.752
F -0.286 2.175 4.263
B 1.669 -1.560 -3.846
N 2.676 -0.925 -2.942
C 3.832 -0.364 -3.401
C 4.540 0.120 -2.338
C 3.745 -0.179 -1.226
N 2.620 -0.820 -1.612
N 0.467 -2.105 -3.122
C -0.522 -2.791 -3.744
C -1.451 -3.174 -2.810
C -0.956 -2.678 -1.602
N 0.204 -2.045 -1.806
H 2.211 -2.461 -4.486
H 1.319 -0.746 -4.701
H 4.066 -0.360 -4.455
H 5.497 0.617 -2.340
H 3.946 0.013 -0.187
H -0.483 -2.960 -4.811
H -2.358 -3.735 -2.964
H -1.355 -2.772 -0.603
C -2.549 6.396 -4.790
C -1.918 5.306 -3.966
C -0.898 5.578 -3.060
C -0.242 4.562 -2.392
C -0.639 3.255 -2.622
C -1.702 2.948 -3.473
C -2.336 3.980 -4.132
S 0.238 1.863 -2.053
O 1.200 1.479 -3.027
O 1.115 2.199 -0.705
O -0.742 0.838 -1.697
H -2.146 7.376 -4.538
H -3.631 6.413 -4.653
H -2.358 6.210 -5.849
H -0.596 6.606 -2.893
H 0.562 4.780 -1.697
H -2.006 1.918 -3.611
H -3.156 3.759 -4.807
C -1.323 -6.593 5.575
C -1.189 -5.329 4.765
C -0.611 -5.342 3.500
C -0.457 -4.172 2.764
C -0.890 -2.980 3.305
C -1.448 -2.932 4.578
C -1.613 -4.107 5.289
S -0.659 -1.451 2.415
C -2.409 -1.131 2.133
O -0.129 -1.952 1.049
H -1.092 -7.474 4.979
H -2.333 -6.691 5.979
H -0.636 -6.574 6.425
H -0.264 -6.281 3.082
H -0.010 -4.183 1.777
H -1.750 -1.980 5.012
H -2.065 -4.074 6.276
H -2.912 -2.055 1.854
H -2.475 -0.382 1.347
H -2.826 -0.724 3.058

The value obtained for the HOMO energy (spin up / spin down) is -10.1 / -10.0 eV. For the largest force on an atom, the calculation gives 5.617 eV/A. Its charge is +1. Its LUMO energy (spin up / spin down) is -7.64 / -7.49 eV. The expectation value of S² is 0.75. The spin multiplicity is 2. The energy relative to the best compared isomer or geometry (same formula, charge and spin) comes out at 190.40 kcal/mol. As for the total energy: -111233.786 eV. Its HOMO-LUMO gap (spin up / spin down) is 0.089 / 0.094 Eh.

Question: Number 2 is which compound?
Answer: C23H25BF6IrN5O8S4